Entry from OMol25: C16H32O3PTi as an isolated structure (ωB97M-V/def2-TZVPD).

Summary:
DFT total energy in eV: -55641.82619
2S+1: 2
<S²>: 0.75
Net charge: +2
Molecular weight in g mol⁻¹: 351.3

Structure (XYZ):
```
53
Properties=species:S:1:pos:R:3:forces:R:3:mulliken_spin:R:1
C 2.458 3.403 -0.492 0.10 0.11 -0.06 0.00
H 2.450 4.161 0.302 -0.10 -0.18 -0.19 0.00
H 3.002 3.841 -1.336 -0.43 0.07 -0.08 0.00
H 3.130 2.597 -0.177 -0.38 -0.13 0.23 0.00
C 1.024 2.945 -0.866 0.40 0.10 0.34 -0.03
H 1.114 1.978 -1.383 -0.09 0.03 -0.35 0.03
H 0.457 2.677 0.044 0.32 0.55 -0.31 0.00
C 0.248 3.983 -1.696 -0.28 0.10 -0.53 0.00
H -0.859 3.845 -1.657 0.82 0.09 -0.04 0.00
H 0.483 5.007 -1.398 -0.19 -0.11 0.60 0.00
H 0.556 4.038 -2.755 -0.12 -0.60 0.30 0.00
C -0.879 -2.545 -1.029 1.05 -0.29 -1.62 0.00
C -1.264 -1.462 -1.960 1.53 -0.93 -0.70 0.04
C -0.037 -0.850 -2.443 0.14 -1.56 -0.47 -0.03
C 1.082 -1.487 -1.797 -0.60 -0.70 -1.31 0.06
C 0.597 -2.516 -0.907 -0.62 -0.49 -1.85 -0.05
C 1.495 -3.393 -0.092 0.11 0.10 0.31 0.00
C 2.517 -1.182 -2.117 0.22 0.62 0.56 0.01
C 0.142 0.218 -3.474 0.00 0.79 0.18 -0.01
C -2.645 -1.002 -2.279 -0.35 0.37 0.02 0.02
C -1.785 -3.557 -0.415 -0.37 -0.16 0.56 0.00
Ti -0.279 -0.770 -0.254 0.21 3.66 3.92 0.93
H 3.149 -1.401 -1.250 0.06 -0.03 -0.28 0.00
H 2.906 -1.743 -2.984 -0.41 0.07 0.35 0.00
H 2.645 -0.110 -2.331 0.01 -0.37 -0.03 0.00
H 2.504 -2.959 -0.039 -0.35 -0.23 -0.04 0.00
H 1.129 -3.472 0.934 0.07 -0.29 -0.05 0.00
H 1.579 -4.398 -0.526 -0.12 0.24 0.11 0.00
H -2.665 -3.096 0.052 0.01 -0.11 -0.20 0.00
H -2.142 -4.264 -1.182 0.16 0.27 0.27 0.00
H -1.280 -4.126 0.379 -0.05 0.09 -0.35 0.00
H -2.642 0.027 -2.667 0.03 -0.35 0.02 -0.01
H -3.104 -1.644 -3.039 0.01 0.05 0.17 0.00
H -3.290 -1.000 -1.391 -0.02 -0.17 -0.17 0.01
H 0.956 0.903 -3.177 -0.37 -0.29 -0.24 0.00
H 0.414 -0.181 -4.466 -0.20 -0.12 0.46 0.00
H -0.761 0.828 -3.583 0.13 -0.12 -0.12 0.00
C -2.536 2.246 3.388 -0.63 0.67 0.04 0.00
O -1.806 1.078 2.927 1.38 -0.45 -1.15 0.00
P -0.414 1.209 2.078 0.14 -1.15 3.20 0.00
O 0.708 1.381 3.247 -1.22 -0.30 -2.05 0.00
C 0.787 0.527 4.412 0.14 0.19 0.63 0.00
O -0.184 -0.667 1.750 -0.67 1.35 0.13 0.01
C -0.720 -1.730 2.601 -0.13 -0.21 0.18 0.00
H -3.419 2.387 2.750 0.34 -0.13 0.16 0.00
H -1.931 3.163 3.357 -0.03 -0.36 0.06 0.00
H -2.876 2.064 4.416 0.31 -0.07 -0.35 0.00
H 1.466 1.054 5.086 -0.11 -0.26 -0.09 0.00
H -0.193 0.431 4.901 0.27 0.02 -0.23 0.00
H 1.204 -0.456 4.146 -0.09 0.45 0.03 0.00
H -0.064 -2.598 2.460 -0.18 0.26 0.17 0.00
H -0.687 -1.397 3.645 -0.23 -0.27 -0.45 0.00
H -1.744 -1.986 2.283 0.36 0.21 0.29 0.00
```
Forces are in eV/Å.